Record 1
This record from the Open Molecules 2025 dataset describes 3 unconnected molecules or ions with the total composition C20H37F5N3O4S. The level of theory is ωB97M-V/def2-TZVPD.

Summary:
* largest force on an atom: 0.0119 Eh/bohr
* relative energy (zero: lowest compared OMol25 entry of this formula, charge and spin): 0.0 kJ/mol
* calculated total energy: -58421.699 eV
* 2S+1: 3
* HOMO level (alpha / beta): -4.998 / -4.998 eV
* total charge: -1

Positions of all 70 atoms, in Å:
N -3.536 -4.469 2.483
S -3.584 -3.012 2.013
O -3.748 -2.866 0.579
O -2.639 -2.080 2.607
C -5.186 -2.299 2.667
F -5.078 -2.069 3.995
F -5.418 -1.111 2.080
C -6.469 -3.159 2.466
F -6.381 -4.005 1.431
F -7.548 -2.369 2.256
F -6.728 -3.885 3.576
H -3.962 -4.573 3.398
C 0.010 -0.456 2.819
C 0.108 0.902 2.113
C 1.385 0.995 1.275
C 2.655 1.129 2.110
C 2.556 2.299 3.088
C 1.297 2.257 3.965
N 0.107 2.059 3.075
O -0.333 3.150 2.576
C 1.404 1.163 5.032
C 1.122 3.587 4.693
C -1.120 1.028 1.217
H -0.389 -1.189 2.122
H 0.968 -0.833 3.173
H -0.689 -0.423 3.655
H 1.304 1.858 0.605
H 1.435 0.112 0.635
H 2.858 0.200 2.650
H 3.508 1.286 1.446
H 3.430 2.328 3.747
H 2.549 3.236 2.522
H 0.445 1.023 5.531
H 2.137 1.476 5.777
H 1.725 0.204 4.640
H 1.131 4.427 4.004
H 1.941 3.703 5.405
H 0.178 3.605 5.239
H -2.035 0.997 1.808
H -1.135 0.175 0.538
H -1.102 1.947 0.636
C -0.814 0.341 -4.663
C 0.382 0.865 -3.857
C 1.493 1.377 -4.780
C 2.232 0.261 -5.516
C 2.767 -0.786 -4.541
C 1.697 -1.349 -3.597
N 0.970 -0.196 -2.972
O 1.558 0.276 -1.942
C 0.744 -2.291 -4.340
C 2.348 -2.151 -2.474
C -0.126 1.988 -2.958
H -1.436 1.189 -4.952
H -0.531 -0.172 -5.579
H -1.423 -0.332 -4.061
H 2.210 1.941 -4.175
H 1.049 2.081 -5.491
H 1.581 -0.207 -6.259
H 3.067 0.691 -6.073
H 3.215 -1.623 -5.085
H 3.560 -0.337 -3.935
H -0.109 -2.546 -3.710
H 1.281 -3.212 -4.572
H 0.373 -1.890 -5.278
H 3.109 -1.574 -1.957
H 2.812 -3.040 -2.907
H 1.604 -2.467 -1.743
H -0.876 1.616 -2.259
H -0.584 2.754 -3.588
H 0.676 2.441 -2.383

***

Record 2
This record from the Open Molecules 2025 dataset describes a molecular structure, C11H31F4K2N2O24P3S5 in a non-equilibrium geometry. The level of theory is ωB97M-V/def2-TZVPD.

Summary:
* largest force on an atom: 0.2139 Eh/bohr
* calculated total energy: -189596.076 eV
* 2S+1: 2
* HOMO level (alpha / beta): -1.272 / -7.145 eV
* total charge: -1

Positions of all 82 atoms, in Å:
K 4.285 -0.711 0.182
K 0.868 -1.836 -0.045
N 3.216 -3.414 0.314
S 4.028 -3.862 1.780
O 5.455 -4.254 1.645
O 3.308 -4.503 2.846
F 4.172 -2.313 2.259
S 3.772 -4.526 -0.471
O 3.502 -5.925 -0.079
O 5.083 -4.187 -1.044
F 2.690 -4.457 -1.738
N 1.858 0.600 0.557
S 1.416 0.545 2.206
O 0.548 -0.594 2.641
O 1.384 1.760 3.063
F 2.883 -0.074 2.739
S 1.360 1.931 0.210
O 2.327 3.014 0.087
O -0.001 2.244 0.452
F 1.178 1.561 -1.360
C -4.806 -0.217 7.725
O -4.456 -1.170 6.738
P -2.973 -0.971 6.210
O -1.903 -1.080 7.219
O -2.835 -2.055 4.978
C -1.590 -2.205 4.390
O -2.980 0.459 5.517
C -1.886 1.250 5.269
H -4.900 -0.710 8.693
H -5.788 0.231 7.577
H -3.987 0.428 8.042
H -0.830 -1.713 4.997
H -1.546 -1.938 3.335
H -1.451 -3.274 4.553
H -0.984 0.749 5.621
H -1.997 2.264 5.656
H -1.714 1.416 4.206
C 1.371 -1.115 -6.526
O 0.647 -1.438 -5.334
P 1.251 -2.293 -4.092
O 0.647 -2.224 -2.757
O 1.297 -3.741 -4.704
C 2.252 -4.288 -5.462
O 2.795 -1.822 -4.242
C 3.094 -0.630 -3.621
H 1.091 -0.106 -6.830
H 0.972 -1.839 -7.237
H 2.442 -1.234 -6.363
H 1.946 -5.264 -5.839
H 3.224 -4.189 -4.979
H 2.221 -3.683 -6.368
H 3.588 -0.889 -2.685
H 2.157 -0.081 -3.522
H 3.783 -0.061 -4.245
C -0.759 1.338 -3.852
O -1.809 1.414 -2.955
P -2.192 0.108 -2.088
O -1.091 -0.558 -1.399
O -3.348 0.737 -1.135
C -4.705 0.863 -1.579
O -3.038 -0.765 -3.037
C -2.439 -1.834 -3.880
H 0.041 0.606 -3.740
H -0.190 2.261 -3.962
H -1.226 1.187 -4.825
H -5.164 1.848 -1.494
H -5.188 0.050 -1.037
H -4.826 0.502 -2.600
H -1.822 -1.383 -4.656
H -3.185 -2.445 -4.388
H -1.732 -2.398 -3.272
C 0.758 5.677 1.074
C 1.015 6.404 2.391
O -0.281 6.954 2.741
S -1.256 7.199 1.368
O -1.453 8.616 1.168
O -2.481 6.369 1.434
O -0.130 6.612 0.421
H 0.267 4.707 1.152
H 1.659 5.557 0.471
H 1.801 7.159 2.395
H 1.288 5.642 3.121

***

Record 3
This record from the Open Molecules 2025 dataset describes a gas-phase ion, C4H10N2O (charge +1) in a non-equilibrium geometry. The level of theory is ωB97M-V/def2-TZVPD.

Summary:
* largest force on an atom: 0.0306 Eh/bohr
* relative energy (zero: lowest compared OMol25 entry of this formula, charge and spin): 112.8 kJ/mol
* calculated total energy: -9328.759 eV
* 2S+1: 2
* HOMO level (alpha / beta): -14.829 / -14.829 eV
* total charge: +1

Positions of all 17 atoms, in Å:
O 2.019 -2.248 0.653
C 1.527 -1.402 -0.009
C 0.597 -0.352 0.679
C 1.328 0.617 1.606
N -0.155 0.358 -0.312
C -1.371 -0.067 -0.936
N -2.115 1.073 -1.428
H 1.796 -1.343 -1.075
H -0.097 -1.002 1.224
H 1.797 1.381 0.976
H 2.097 0.086 2.157
H 0.625 1.120 2.261
H 0.252 1.247 -0.574
H -1.020 -0.771 -1.716
H -1.944 -0.688 -0.251
H -2.957 1.100 -0.864
H -2.379 0.891 -2.390

***

Record 4
This record from the Open Molecules 2025 dataset describes a molecular structure, C32H40BrCl2N4RuSeSi. The level of theory is ωB97M-V/def2-TZVPD.

Summary:
* largest force on an atom: 0.0099 Eh/bohr
* relative energy (zero: lowest compared OMol25 entry of this formula, charge and spin): 0.0 kJ/mol
* calculated total energy: -210688.894 eV
* 2S+1: 2
* HOMO level (alpha / beta): 0.343 / -0.264 eV
* total charge: -2

Positions of all 82 atoms, in Å:
Ru 1.537 -1.872 -2.163
C -0.938 -3.238 1.377
C -0.021 -2.543 0.568
N 0.207 -2.839 -0.688
C -0.450 -3.911 -1.245
C -1.414 -4.656 -0.505
C -1.646 -4.290 0.814
C -2.044 -5.760 -1.164
C -1.713 -6.098 -2.431
C -0.713 -5.371 -3.186
C -0.333 -5.685 -4.473
C 0.650 -4.882 -5.113
C 1.211 -3.823 -4.439
N 0.880 -3.516 -3.175
C -0.093 -4.263 -2.544
H -1.069 -2.947 2.410
H 0.556 -1.718 0.972
H -2.371 -4.849 1.399
H -2.782 -6.339 -0.618
H -2.191 -6.948 -2.909
H -0.787 -6.528 -4.984
H 0.970 -5.093 -6.125
H 1.967 -3.163 -4.854
C -2.977 4.505 2.323
C -2.820 3.353 1.318
C -4.110 2.522 1.339
C -2.729 3.954 -0.094
Si -1.283 2.249 1.721
Br -0.908 1.023 -0.111
C -1.619 0.988 3.138
C -2.237 1.658 4.376
C -2.556 -0.144 2.684
C -0.310 0.307 3.566
C 0.318 3.280 1.997
C 0.369 3.890 3.407
C 0.412 4.425 0.977
C 1.581 2.425 1.788
H -3.907 5.045 2.110
H -2.160 5.224 2.248
H -3.027 4.158 3.357
H -4.941 3.149 0.996
H -4.361 2.166 2.338
H -4.045 1.661 0.670
H -3.621 4.566 -0.274
H -2.699 3.173 -0.854
H -1.857 4.589 -0.236
H -3.234 2.055 4.175
H -1.622 2.471 4.767
H -2.339 0.911 5.171
H -3.547 0.204 2.403
H -2.678 -0.848 3.516
H -2.142 -0.701 1.844
H 0.385 0.997 4.043
H 0.199 -0.168 2.725
H -0.540 -0.479 4.294
H -0.493 4.525 3.625
H 1.268 4.510 3.493
H 0.431 3.124 4.180
H -0.355 5.185 1.126
H 0.352 4.055 -0.048
H 1.385 4.916 1.090
H 1.654 1.580 2.469
H 2.459 3.058 1.954
H 1.645 2.039 0.772
C 0.153 -0.845 -2.709
H -0.902 -1.159 -2.740
H 0.302 0.203 -2.998
Cl 5.056 -1.602 -5.685
C 4.890 -0.441 -4.376
C 5.788 0.590 -4.307
C 5.710 1.561 -3.295
C 4.695 1.423 -2.351
C 3.813 0.376 -2.438
Cl 2.542 0.233 -1.219
C 3.765 -0.632 -3.467
N 2.849 -1.537 -3.625
H 6.569 0.642 -5.057
H 6.427 2.368 -3.236
H 4.596 2.128 -1.533
Se 4.352 -3.043 2.004
C 3.579 -2.843 0.377
N 3.059 -2.693 -0.649

***

Record 5
This record from the Open Molecules 2025 dataset describes a molecular structure, C26H34BaN7OP in a non-equilibrium geometry. The level of theory is ωB97M-V/def2-TZVPD.

Summary:
* largest force on an atom: 0.0641 Eh/bohr
* relative energy (zero: lowest compared OMol25 entry of this formula, charge and spin): 110.6 kJ/mol
* calculated total energy: -49963.793 eV
* 2S+1: 1
* HOMO level: -13.352 eV
* total charge: +2

Positions of all 70 atoms, in Å:
Ba -0.761 1.372 -0.936
N -1.114 -1.729 -1.262
C -0.404 -2.296 -2.347
C -0.971 -3.287 -3.144
C -0.227 -3.901 -4.135
C 1.086 -3.522 -4.354
C 1.624 -2.465 -3.647
C 0.901 -1.851 -2.622
P 1.547 -0.381 -1.771
C 2.037 -0.955 -0.114
C 1.868 -2.272 0.303
C 2.334 -2.661 1.549
C 2.983 -1.749 2.364
C 3.162 -0.435 1.946
C 2.681 -0.035 0.713
C 3.180 -0.062 -2.516
C 3.426 1.025 -3.350
C 4.675 1.170 -3.936
C 5.671 0.237 -3.694
C 5.431 -0.840 -2.854
C 4.193 -0.991 -2.259
H -2.006 -2.201 -1.127
H -0.563 -1.788 -0.409
H -1.997 -3.592 -2.986
H -0.664 -4.688 -4.727
H 1.685 -4.033 -5.088
H 2.620 -2.121 -3.879
H 1.416 -3.002 -0.357
H 2.209 -3.683 1.871
H 3.370 -2.063 3.321
H 3.694 0.267 2.572
H 2.851 0.980 0.361
H 2.643 1.746 -3.567
H 4.867 2.005 -4.594
H 6.634 0.340 -4.167
H 6.197 -1.576 -2.667
H 3.996 -1.841 -1.621
C -0.716 -0.399 2.666
N -0.816 -0.593 4.093
C -2.200 -0.377 4.511
N -2.643 0.965 4.160
C -2.530 1.149 2.732
N -1.137 0.960 2.247
C -0.290 1.927 2.995
N -0.390 1.745 4.420
C 0.029 0.393 4.761
C -1.778 1.927 4.836
H -1.366 -1.130 2.168
H 0.326 -0.557 2.359
H -2.269 -0.506 5.591
H -2.843 -1.110 4.019
H -2.855 2.162 2.475
H -3.176 0.422 2.228
H -0.618 2.941 2.741
H 0.753 1.786 2.687
H -0.046 0.253 5.840
H 1.065 0.246 4.444
H -2.099 2.941 4.587
H -1.851 1.779 5.914
C -5.434 4.226 -2.258
N -4.156 3.651 -1.899
C -3.956 2.419 -1.426
N -5.021 1.632 -1.222
O -2.801 2.007 -1.174
H -5.280 5.254 -2.570
H -6.113 4.223 -1.405
H -5.887 3.675 -3.084
H -3.334 4.215 -2.045
H -5.953 1.946 -1.420
H -4.886 0.708 -0.848

***

Which value of 2S+1 does entry 5 give?
1